{
  "formula": "C10H19AuN3OS3",
  "method": "wB97M-V/def2-TZVPD",
  "elements": ["Au", "C", "C", "S", "C", "C", "S", "C", "C", "S", "H", "H", "H", "H", "H", "H", "H", "H", "H", "H", "H", "H", "C", "N", "C", "C", "O", "N", "C", "N", "H", "H", "H", "H", "H", "H", "H"],
  "coordinates": [[0.319, 0.822, 0.081], [-0.785, 1.467, -2.944], [-1.114, 2.779, -2.269], [-0.200, 3.092, -0.617], [-1.536, 3.425, 0.659], [-2.580, 2.344, 0.711], [-1.878, 0.656, 1.036], [-2.693, -0.518, -0.013], [-2.589, -0.134, -1.462], [-0.902, -0.129, -2.083], [-1.402, 1.413, -3.849], [0.228, 1.397, -3.406], [-0.799, 3.573, -3.024], [-2.195, 2.841, -2.115], [-0.958, 3.441, 1.555], [-1.929, 4.421, 0.497], [-3.231, 2.568, 1.610], [-3.201, 2.285, -0.178], [-2.297, -1.492, 0.219], [-3.780, -0.457, 0.267], [-3.021, -0.942, -2.052], [-3.035, 0.809, -1.744], [3.857, -3.193, 2.060], [2.863, -2.531, 1.219], [1.714, -3.267, 0.722], [0.808, -2.175, 0.261], [-0.318, -2.269, -0.250], [1.385, -0.967, 0.553], [2.637, -1.252, 1.138], [3.431, -0.291, 1.631], [3.844, -4.265, 1.965], [3.674, -3.026, 3.101], [4.857, -2.798, 1.821], [1.249, -3.920, 1.420], [2.046, -3.868, -0.125], [3.192, 0.665, 1.543], [4.339, -0.505, 2.059]],
  "lowdin_charge": [0.74, -0.47, -0.38, 0.94, -0.41, -0.40, 1.00, -0.45, -0.42, 1.11, 0.13, 0.12, 0.14, 0.09, 0.08, 0.12, 0.14, 0.08, 0.08, 0.15, 0.13, 0.08, 0.04, -0.05, 0.02, -0.44, -0.01, 0.01, -0.34, 0.25, 0.11, 0.11, 0.12, 0.16, 0.17, 0.10, 0.15],
  "charge": 3,
  "homo_ev": [-19.22, -19.19],
  "orbital_gap_ha": [0.354, 0.191],
  "multiplicity": 3
}



{
  "formula": "C5H8O2",
  "method": "wB97M-V/def2-TZVPD",
  "elements": ["C", "C", "O", "C", "O", "C", "C", "H", "H", "H", "H", "H", "H", "H", "H"],
  "coordinates": [[-0.369, 1.353, 1.101], [0.368, 0.369, 0.228], [1.634, 0.066, 0.716], [-0.410, -0.992, 0.208], [0.354, -2.040, -0.365], [0.506, 1.058, -1.161], [-0.072, 0.458, -2.046], [-0.563, 0.912, 2.081], [-1.318, 1.632, 0.628], [0.247, 2.246, 1.200], [1.838, -0.804, 0.329], [-1.410, -0.921, -0.251], [-0.541, -1.288, 1.254], [0.417, -1.900, -1.320], [-0.675, -0.213, -2.598]],
  "lowdin_charge": [-0.03, -0.60, 0.01, -0.20, -0.06, -0.01, 0.12, 0.09, 0.10, 0.09, 0.10, 0.13, 0.13, 0.08, 0.06],
  "homo_ev": -10.14,
  "orbital_gap_ha": 0.385,
  "smiles": "C#C[C@](C)(O)CO"
}



{
  "formula": "C3H3Cl2O2",
  "method": "wB97M-V/def2-TZVPD",
  "elements": ["C", "C", "C", "O", "O", "Cl", "Cl", "H", "H", "H"],
  "coordinates": [[-1.272, -1.860, 2.030], [-0.529, -0.696, 1.538], [0.359, 0.830, -1.861], [-0.019, -1.799, 2.332], [-2.322, -2.327, 2.262], [-0.392, 1.950, -0.610], [-0.786, -0.590, -2.030], [-0.428, 0.339, 2.022], [-0.266, -0.646, 0.552], [0.039, 1.255, -2.822]],
  "lowdin_charge": [-0.52, -0.03, -1.09, 0.11, 0.14, 0.20, 0.20, 0.13, -0.02, -0.13],
  "charge": -1,
  "homo_ev": -2.82,
  "orbital_gap_ha": 0.231
}



{
  "formula": "C5H8N2",
  "method": "wB97M-V/def2-TZVPD",
  "elements": ["C", "C", "C", "C", "N", "C", "N", "H", "H", "H", "H", "H", "H", "H", "H"],
  "coordinates": [[-0.109, 2.034, -0.611], [-0.090, 0.682, 0.045], [0.906, 0.144, 0.785], [1.195, -1.297, 1.009], [1.158, -1.925, -0.163], [-1.341, -0.910, 1.168], [-1.244, -0.150, 0.081], [-0.591, 2.802, 0.001], [0.915, 2.351, -0.834], [-0.639, 2.003, -1.574], [1.604, 0.818, 1.275], [0.854, -1.487, -1.039], [1.396, -2.904, -0.240], [-2.015, -1.750, 0.948], [-1.850, -0.220, -0.737]],
  "lowdin_charge": [-0.05, -0.35, -0.12, -0.14, 0.01, 0.05, -0.07, 0.08, 0.08, 0.08, 0.10, 0.10, 0.09, 0.01, 0.14],
  "homo_ev": -7.68,
  "orbital_gap_ha": 0.308
}



{
  "formula": "C5H7NO2",
  "method": "wB97M-V/def2-TZVPD",
  "elements": ["C", "C", "C", "C", "C", "H", "H", "H", "H", "H", "H", "H", "N", "O", "O"],
  "coordinates": [[0.932, -0.574, 0.767], [0.187, 0.537, 1.399], [-0.043, 0.210, 0.107], [-0.388, 1.310, -1.825], [-1.363, 0.444, -1.656], [1.177, -2.408, 0.673], [-0.248, -2.044, 1.467], [2.069, -0.455, 0.425], [0.366, 1.743, 1.461], [-0.216, -0.066, 2.347], [0.056, 1.683, -2.854], [-2.098, 0.397, -2.553], [0.584, -1.824, 1.324], [0.321, 1.266, -0.717], [-1.336, -0.220, -0.364]],
  "lowdin_charge": [-0.29, -0.03, -0.57, -0.16, -0.09, 0.13, -0.02, 0.20, 0.19, 0.18, 0.17, 0.14, 0.10, 0.00, 0.03],
  "homo_ev": -8.01,
  "orbital_gap_ha": 0.330,
  "smiles": "N[C@@H]1CC12OC=CO2"
}



{
  "formula": "C3H5FN2OS",
  "method": "wB97M-V/def2-TZVPD",
  "elements": ["C", "C", "C", "H", "H", "H", "H", "H", "N", "N", "O", "F", "S"],
  "coordinates": [[-0.392, -1.581, -0.665], [0.008, 0.602, 0.247], [-1.376, 1.296, -0.080], [1.303, -2.062, 1.085], [-1.073, -1.142, -1.628], [-0.641, -3.451, -1.355], [-2.041, 1.123, 0.685], [-1.060, 2.275, -0.215], [0.348, -0.626, 0.090], [-0.053, -2.862, -0.369], [1.484, -1.076, 0.782], [-2.026, 0.850, -1.345], [1.148, 1.671, 0.764]],
  "lowdin_charge": [-0.19, -0.75, -0.08, 0.16, 0.19, 0.17, 0.09, 0.05, -0.22, 0.02, -0.05, -0.13, 0.74],
  "homo_ev": -8.66,
  "orbital_gap_ha": 0.302
}